A 2-piece molecular cluster, C3Cl2F3O2 overall at a distorted geometry. Source: OMol25; level of theory: ωB97M-V/def2-TZVPD.

Geometry (Å):
Cl1 0.641 -0.189 1.927
Cl2 1.036 -1.698 -0.671
F1 -2.006 -1.002 -0.851
F2 -1.673 -2.101 0.975
F3 -2.146 -0.023 1.003
O1 0.918 2.285 -1.598
O2 2.769 1.924 -0.324
C1 1.765 2.057 -0.868
C2 -1.328 -0.915 0.289
C3 0.024 -0.338 0.119

* energy relative to the best compared isomer or geometry (same formula, charge and spin): 82.9 kJ/mol
* largest force on an atom: 3.67 eV/Å
* Kohn-Sham gap: 7.5 eV
* net charge: -1

***

C12H35O6S5Tl as an isolated structure at a distorted geometry. Source: OMol25; level of theory: ωB97M-V/def2-TZVPD.

Geometry (Å):
Tl1 -0.204 0.332 1.027
S1 3.015 -1.572 3.078
S2 2.945 3.201 1.872
S3 0.833 -3.717 -0.127
S4 -1.836 -0.331 -2.849
S5 -4.334 1.070 1.105
O1 0.609 -2.220 -0.048
O2 2.139 -0.721 2.165
O3 1.744 2.351 1.493
O4 -0.876 -0.420 -1.694
O5 -2.888 1.097 1.462
O6 -0.901 2.748 -0.551
C1 -1.383 1.046 -3.931
C2 0.032 4.919 -1.178
C3 2.355 -3.249 3.039
C4 1.451 -4.062 -1.764
C5 -1.348 -1.657 -3.977
C6 2.420 -1.246 4.783
C7 -0.838 -4.449 -0.460
C8 4.203 2.012 2.440
C9 3.657 3.608 0.234
C10 -1.034 3.840 -1.281
C11 -5.198 -0.430 1.660
C12 -4.436 0.684 -0.672
H1 2.444 -3.606 -1.805
H2 -1.242 3.514 -2.328
H3 -0.325 -1.566 -4.339
H4 2.874 -2.004 5.418
H5 -0.329 5.874 -1.551
H6 0.862 4.646 -1.833
H7 -1.286 -3.756 -1.171
H8 3.962 1.682 3.446
H9 2.784 -3.814 2.210
H10 -1.883 1.936 -3.533
H11 1.277 -3.313 2.868
H12 -1.387 -4.569 0.470
H13 -5.473 0.714 -1.005
H14 3.013 4.363 -0.215
H15 5.157 2.546 2.481
H16 -0.358 1.432 -3.981
H17 0.315 4.946 -0.127
H18 4.346 1.176 1.758
H19 -2.035 -1.760 -4.818
H20 -4.493 -1.262 1.688
H21 -6.052 -0.547 0.997
H22 2.670 -0.237 5.102
H23 3.654 2.716 -0.385
H24 1.334 -1.332 4.828
H25 -4.109 -0.343 -0.836
H26 -0.816 -5.418 -0.961
H27 -1.700 0.904 -4.963
H28 4.638 4.069 0.351
H29 2.517 -3.820 3.954
H30 0.863 -3.582 -2.546
H31 1.554 -5.126 -1.963
H32 -5.601 -0.364 2.672
H33 -3.816 1.429 -1.160
H34 -2.059 4.248 -1.089
H35 -1.427 -2.613 -3.455

* energy relative to the best compared isomer or geometry (same formula, charge and spin): 123.9 kJ/mol
* largest force on an atom: 1.98 eV/Å
* Kohn-Sham gap: 3.1 eV
* net charge: +2

***

A single C5H6O molecule. Source: OMol25; level of theory: ωB97M-V/def2-TZVPD.

Geometry (Å):
O1 0.598 1.710 0.108
C1 -1.507 -0.231 0.519
C2 0.418 0.599 -0.331
C3 -1.533 -0.210 1.722
C4 -0.986 0.159 -0.791
C5 1.509 -0.449 -0.320
H1 2.345 -0.072 -0.916
H2 1.181 -1.413 -0.716
H3 -1.381 0.100 2.725
H4 -1.538 1.027 -1.163
H5 -0.978 -0.636 -1.541
H6 1.871 -0.583 0.704

* energy relative to the best compared isomer or geometry (same formula, charge and spin): 203.0 kJ/mol
* largest force on an atom: 0.69 eV/Å
* Kohn-Sham gap: 10.4 eV
* SMILES string: C#CCC(C)=O
* net charge: 0

***

A 2-piece molecular cluster, C19H27N2O3P overall at a distorted geometry. Source: OMol25; level of theory: ωB97M-V/def2-TZVPD.

Geometry (Å):
P1 0.358 -0.789 -2.793
O1 1.510 -0.284 -3.810
O2 0.927 -2.230 -2.323
O3 -1.008 -0.782 -3.373
N1 -0.839 3.072 2.909
N2 0.108 2.708 -1.459
C1 -0.609 2.588 4.272
C2 -0.746 2.304 1.836
C3 -0.828 0.040 0.898
C4 -0.033 -3.299 2.408
C5 -0.789 3.821 5.165
C6 -1.858 -3.548 0.834
C7 0.473 0.169 -1.298
C8 1.468 -3.199 -3.269
C9 -1.741 -2.213 0.479
C10 2.062 0.139 -6.131
C11 -0.820 -1.379 1.144
C12 1.665 -4.528 -2.585
C13 -1.214 4.477 2.820
C14 -1.002 -4.107 1.795
C15 -1.258 4.973 4.266
C16 0.309 1.542 -1.404
C17 -0.432 0.932 1.889
C18 0.076 -1.950 2.079
C19 1.179 0.515 -4.975
H1 0.729 -4.902 -2.170
H2 0.056 0.569 2.805
H3 2.431 -2.817 -3.642
H4 -1.325 1.786 4.535
H5 -2.357 -1.775 -0.310
H6 0.637 -3.718 3.154
H7 0.772 -3.309 -4.117
H8 -2.183 4.585 2.314
H9 -2.276 5.274 4.512
H10 1.124 -0.224 -0.517
H11 1.826 -0.869 -6.492
H12 -1.430 0.405 0.065
H13 0.165 4.062 5.636
H14 3.124 0.176 -5.869
H15 2.040 -5.253 -3.307
H16 -2.624 -4.164 0.359
H17 1.869 0.825 -6.957
H18 -0.614 5.844 4.367
H19 -0.895 2.772 0.857
H20 0.847 -1.324 2.524
H21 2.401 -4.456 -1.789
H22 -0.480 5.024 2.211
H23 -1.116 -5.151 2.096
H24 -1.516 3.605 5.945
H25 0.132 0.323 -5.220
H26 0.403 2.161 4.366
H27 1.298 1.578 -4.728

* energy relative to the best compared isomer or geometry (same formula, charge and spin): 232.1 kJ/mol
* largest force on an atom: 2.30 eV/Å
* Kohn-Sham gap: 5.7 eV
* net charge: 0